<1>
8 unconnected molecules or ions with the total composition C18H56N8O8, computed with ωB97M-V/def2-TZVPD.

For the HOMO energy, the calculation gives -0.3242 hartree. As for the lowest unoccupied orbital energy: 0.00 eV. Its SMILES is COC[C@H](C)N.COC[C@H](C)N.COC[C@H](C)N.COC[C@H](C)N.NC(N)=O.NC(N)=O.O.O. The calculation puts the gap between HOMO and LUMO at 8.826 eV.

Last columns: bonded neighbours and bond lengths (Å).
Cartesian coordinates (Å):
1 C 2.548 2.130 -7.003  C2 1.586, H7 1.090, H8 1.090, H9 1.090
2 C 1.199 1.981 -6.182  C1 1.586, C3 1.525, N6 1.404, H10 1.090
3 C 1.295 1.461 -4.751  C2 1.525, O4 1.464, H11 1.090, H12 1.090
4 O -0.045 1.332 -4.178  C3 1.464, C5 1.465
5 C -0.182 0.488 -2.988  O4 1.465, H13 1.090, H14 1.090, H15 1.090
6 N 0.534 3.216 -6.223  C2 1.404, H16 1.010, H17 1.010
7 H 2.360 2.680 -7.925  C1 1.090
8 H 2.858 1.098 -7.168  C1 1.090
9 H 3.276 2.619 -6.356  C1 1.090
10 H 0.550 1.251 -6.664  C2 1.090
11 H 1.965 2.100 -4.175  C3 1.090
12 H 1.799 0.495 -4.772  C3 1.090
13 H -1.154 0.771 -2.585  C5 1.090
14 H 0.607 0.737 -2.278  C5 1.090
15 H -0.199 -0.552 -3.317  C5 1.090
16 H -0.148 3.200 -5.477  N6 1.010
17 H 1.129 3.934 -5.835  N6 1.010
18 C 3.435 2.872 3.122  C19 1.529, H24 1.090, H25 1.090, H26 1.090
19 C 2.637 1.972 2.177  C18 1.529, C20 1.537, N23 1.438, H27 1.090
20 C 2.505 2.712 0.836  C19 1.537, O21 1.405, H28 1.090, H29 1.090
21 O 1.717 3.869 0.953  C20 1.405, C22 1.401
22 C 1.012 4.270 -0.190  O21 1.401, H30 1.090, H31 1.090, H32 1.090
23 N 3.289 0.693 2.112  C19 1.438, H33 1.010, H34 1.010
24 H 3.178 2.561 4.135  C18 1.090
25 H 3.287 3.948 3.221  C18 1.090
26 H 4.512 2.802 2.972  C18 1.090
27 H 1.640 1.867 2.603  C19 1.090
28 H 2.313 1.995 0.037  C20 1.090
29 H 3.471 3.088 0.502  C20 1.090
30 H 1.678 4.354 -1.049  C22 1.090
31 H 0.425 5.170 -0.011  C22 1.090
32 H 0.294 3.490 -0.445  C22 1.090
33 H 2.769 0.004 1.588  N23 1.010
34 H 4.079 0.750 1.486  N23 1.010
35 C -4.877 1.097 -2.589  C36 1.593, H41 1.090, H42 1.090, H43 1.090
36 C -4.400 0.182 -1.376  C35 1.593, C37 1.509, N40 1.458, H44 1.090
37 C -4.711 0.734 -0.007  C36 1.509, O38 1.446, H45 1.090, H46 1.090
38 O -3.834 1.838 0.314  C37 1.446, C39 1.449
39 C -2.503 1.454 0.739  O38 1.449, H47 1.090, H48 1.090, H49 1.090
40 N -4.831 -1.205 -1.508  C36 1.458, H50 1.010, H51 1.010
41 H -4.265 0.776 -3.431  C35 1.090
42 H -4.642 2.160 -2.530  C35 1.090
43 H -5.894 0.801 -2.848  C35 1.090
44 H -3.332 0.217 -1.591  C36 1.090
45 H -4.701 -0.087 0.710  C37 1.090
46 H -5.769 0.995 -0.031  C37 1.090
47 H -1.941 2.299 1.135  C39 1.090
48 H -1.951 0.947 -0.053  C39 1.090
49 H -2.637 0.826 1.620  C39 1.090
50 H -4.605 -1.696 -2.361  N40 1.010
51 H -5.832 -1.076 -1.481  N40 1.010
52 C -0.233 -0.055 8.181  C53 1.573, H58 1.090, H59 1.090, H60 1.090
53 C 0.256 -1.321 7.385  C52 1.573, C54 1.506, N57 1.518, H61 1.090
54 C -0.395 -1.333 6.027  C53 1.506, O55 1.466, H62 1.090, H63 1.090
55 O 0.142 -2.488 5.302  C54 1.466, C56 1.429
56 C -0.098 -2.265 3.911  O55 1.429, H64 1.090, H65 1.090, H66 1.090
57 N 1.742 -1.181 7.111  C53 1.518, H67 1.010, H68 1.010
58 H -0.007 0.871 7.651  C52 1.090
59 H 0.163 0.014 9.194  C52 1.090
60 H -1.316 -0.096 8.295  C52 1.090
61 H 0.019 -2.126 8.080  C53 1.090
62 H -0.325 -0.427 5.425  C54 1.090
63 H -1.472 -1.393 6.187  C54 1.090
64 H 0.358 -1.399 3.432  C56 1.090
65 H -1.152 -2.452 3.703  C56 1.090
66 H 0.406 -3.047 3.344  C56 1.090
67 H 1.855 -0.350 6.548  N57 1.010
68 H 2.060 -1.953 6.543  N57 1.010
69 O 3.276 -1.257 -1.527  H70 0.957, H71 0.957
70 H 4.043 -1.826 -1.579  O69 0.957
71 H 3.587 -0.406 -1.834  O69 0.957
72 O 0.627 -0.968 0.488  H73 0.957, H74 0.957
73 H -0.114 -1.207 -0.069  O72 0.957
74 H 1.392 -1.050 -0.082  O72 0.957
75 C -1.649 -2.970 -0.342  O76 1.199, N77 1.289, N78 1.276
76 O -1.071 -2.362 -1.199  C75 1.199
77 N -1.011 -3.847 0.356  C75 1.289, H79 1.010, H80 1.010
78 N -2.870 -2.866 0.014  C75 1.276, H81 1.010, H82 1.010
79 H -0.027 -3.872 0.130  N77 1.010
80 H -1.539 -4.470 0.950  N77 1.010
81 H -3.169 -3.218 0.912  N78 1.010
82 H -3.476 -2.312 -0.573  N78 1.010
83 C 1.399 -4.211 -2.372  O84 1.211, N85 1.273, N86 1.299
84 O 1.672 -4.684 -1.291  C83 1.211
85 N 0.997 -4.841 -3.402  C83 1.273, H87 1.010, H88 1.010
86 N 1.391 -2.936 -2.617  C83 1.299, H89 1.010, H90 1.010
87 H 1.155 -4.529 -4.350  N85 1.010
88 H 0.715 -5.804 -3.289  N85 1.010
89 H 1.108 -2.770 -3.572  N86 1.010
90 H 1.649 -2.215 -1.957  N86 1.010

***

<2>
8 unconnected molecules or ions with the total composition C18H56N8O8, computed with ωB97M-V/def2-TZVPD.

For the HOMO energy, the calculation gives -0.3186 hartree. As for the lowest unoccupied orbital energy: 0.68 eV. Its SMILES is COC[C@H](C)N.COC[C@H](C)N.COC[C@H](C)N.COC[C@H](C)N.NC(N)=O.NC(N)=O.O.O. The calculation puts the gap between HOMO and LUMO at 9.348 eV.

Last columns: bonded neighbours and bond lengths (Å).
Cartesian coordinates (Å):
1 C -1.172 0.708 0.913  C2 1.564, H7 1.101, H8 1.119, H9 1.076
2 C -1.029 -0.055 -0.445  C1 1.564, C3 1.463, N6 1.425, H10 1.079
3 C -2.290 -0.223 -1.167  C2 1.463, O4 1.453, H11 1.145, H12 1.105
4 O -2.025 -0.989 -2.373  C3 1.453, C5 1.450
5 C -2.512 -0.454 -3.630  O4 1.450, H13 1.075, H14 1.096, H15 1.097
6 N -0.017 0.467 -1.303  C2 1.425, H16 0.987, H17 1.041
7 H -1.857 0.184 1.598  C1 1.101
8 H -1.571 1.713 0.624  C1 1.119
9 H -0.215 0.815 1.394  C1 1.076
10 H -0.780 -1.074 -0.194  C2 1.079
11 H -2.799 0.744 -1.506  C3 1.145
12 H -3.005 -0.750 -0.509  C3 1.105
13 H -1.904 0.375 -3.946  C5 1.075
14 H -3.554 -0.114 -3.622  C5 1.096
15 H -2.400 -1.234 -4.394  C5 1.097
16 H 0.884 0.483 -0.900  N6 0.987
17 H 0.032 -0.174 -2.121  N6 1.041
18 C -0.927 4.268 -1.764  C19 1.527, H24 1.089, H25 1.117, H26 1.115
19 C -0.187 4.126 -0.436  C18 1.527, C20 1.588, N23 1.477, H27 1.082
20 C 0.799 5.359 -0.269  C19 1.588, O21 1.391, H28 1.068, H29 1.109
21 O 1.649 5.363 -1.370  C20 1.391, C22 1.466
22 C 2.002 6.738 -1.737  O21 1.466, H30 1.050, H31 1.125, H32 1.071
23 N -1.211 4.010 0.622  C19 1.477, H33 1.009, H34 1.024
24 H -1.604 5.121 -1.746  C18 1.089
25 H -1.495 3.342 -2.027  C18 1.117
26 H -0.187 4.435 -2.581  C18 1.115
27 H 0.393 3.214 -0.478  C19 1.082
28 H 1.331 5.334 0.658  C20 1.068
29 H 0.166 6.267 -0.316  C20 1.109
30 H 2.159 7.353 -0.901  C22 1.050
31 H 1.089 7.124 -2.270  C22 1.125
32 H 2.850 6.782 -2.389  C22 1.071
33 H -0.753 4.231 1.494  N23 1.009
34 H -1.751 4.868 0.482  N23 1.024
35 C -4.882 -6.742 1.166  C36 1.523, H41 1.088, H42 1.090, H43 1.100
36 C -3.968 -6.099 0.130  C35 1.523, C37 1.550, N40 1.446, H44 1.114
37 C -4.710 -5.765 -1.189  C36 1.550, O38 1.450, H45 1.080, H46 1.072
38 O -3.991 -4.744 -1.926  C37 1.450, C39 1.431
39 C -4.649 -4.018 -2.968  O38 1.431, H47 1.089, H48 1.085, H49 1.127
40 N -3.371 -4.861 0.578  C36 1.446, H50 1.053, H51 0.998
41 H -4.210 -7.167 1.908  C35 1.088
42 H -5.326 -7.573 0.617  C35 1.090
43 H -5.593 -6.156 1.767  C35 1.100
44 H -3.226 -6.897 -0.102  C36 1.114
45 H -5.615 -5.311 -0.813  C37 1.080
46 H -4.874 -6.746 -1.589  C37 1.072
47 H -4.696 -4.576 -3.902  C39 1.089
48 H -4.053 -3.121 -3.100  C39 1.085
49 H -5.724 -3.757 -2.751  C39 1.127
50 H -2.592 -4.995 1.274  N40 1.053
51 H -2.868 -4.481 -0.195  N40 0.998
52 C 5.595 2.752 1.229  C53 1.612, H58 1.144, H59 1.071, H60 1.084
53 C 4.051 2.618 1.671  C52 1.612, C54 1.516, N57 1.514, H61 1.125
54 C 3.523 3.893 2.297  C53 1.516, O55 1.408, H62 1.086, H63 1.048
55 O 2.124 3.801 2.430  C54 1.408, C56 1.436
56 C 1.676 3.419 3.740  O55 1.436, H64 1.105, H65 1.093, H66 1.066
57 N 3.171 2.220 0.504  C53 1.514, H67 1.035, H68 1.031
58 H 5.621 3.425 0.304  C52 1.144
59 H 5.993 1.787 0.989  C52 1.071
60 H 6.110 3.327 1.991  C52 1.084
61 H 3.899 1.748 2.367  C53 1.125
62 H 3.737 4.744 1.657  C54 1.086
63 H 3.855 4.067 3.276  C54 1.048
64 H 0.574 3.354 3.735  C56 1.105
65 H 1.876 4.116 4.558  C56 1.093
66 H 1.991 2.448 4.048  C56 1.066
67 H 2.209 2.542 0.705  N57 1.035
68 H 3.494 2.854 -0.242  N57 1.031
69 O 3.249 -0.041 -1.223  H70 0.980, H71 0.974
70 H 3.952 -0.688 -1.005  O69 0.980
71 H 3.082 0.668 -0.577  O69 0.974
72 O -1.120 -3.856 -2.111  H73 0.946, H74 0.973
73 H -1.435 -2.969 -2.030  O72 0.946
74 H -1.935 -4.387 -2.123  O72 0.973
75 C 2.415 -0.777 3.611  O76 1.250, N77 1.335, N78 1.366
76 O 2.237 0.123 4.460  C75 1.250
77 N 2.671 -2.052 3.914  C75 1.335, H79 0.988, H80 1.002
78 N 2.362 -0.433 2.291  C75 1.366, H81 0.973, H82 0.961
79 H 2.529 -2.253 4.871  N77 0.988
80 H 2.586 -2.769 3.220  N77 1.002
81 H 2.459 0.516 2.101  N78 0.973
82 H 2.729 -1.020 1.623  N78 0.961
83 C 1.663 -3.461 -0.157  O84 1.270, N85 1.396, N86 1.388
84 O 2.176 -2.974 0.897  C83 1.270
85 N 0.772 -4.535 -0.204  C83 1.396, H87 0.996, H88 1.000
86 N 1.934 -2.791 -1.342  C83 1.388, H89 0.980, H90 1.031
87 H 0.526 -5.009 0.637  N85 0.996
88 H 0.018 -4.635 -0.852  N85 1.000
89 H 2.214 -1.852 -1.344  N86 0.980
90 H 1.655 -3.272 -2.210  N86 1.031

***

<2> ends up most stable, edging out the next structure by 2.259 eV.

***

<1>
A gas-phase ion, C6H10N3 (charge +1), computed with ωB97M-V/def2-TZVPD.

For the HOMO energy (spin up / spin down), the calculation gives -0.5116 / -0.5116 hartree. The net charge is +1. As for the lowest unoccupied orbital energy (spin up / spin down): -5.08 / -5.08 eV. Its SMILES is CC1=[N+]=NCCC/N=C/1. The calculation puts the gap between HOMO and LUMO (spin up / spin down) at 8.840 / 8.842 eV.

Last columns: bonded neighbours and bond lengths (Å).
Cartesian coordinates (Å):
1 C -0.088 1.271 -0.622  C2 1.520, N9 1.250, H10 1.089
2 C 1.071 0.503 -1.235  C1 1.520, C6 1.447, N7 1.269
3 C -1.371 -1.198 1.610  C4 1.563, C5 1.586, H11 1.080, H12 1.100
4 C 0.168 -1.351 1.381  C3 1.563, N8 1.448, H13 1.038, H14 1.119
5 C -1.665 0.284 1.126  C3 1.586, N9 1.340, H15 1.045, H16 1.103
6 C 1.861 0.862 -2.394  C2 1.447, H17 1.063, H18 1.092, H19 1.023
7 N 0.988 -0.691 -0.815  C2 1.269, N8 1.213
8 N 0.170 -1.168 -0.056  C4 1.448, N7 1.213
9 N -0.915 0.647 0.077  C1 1.250, C5 1.340
10 H -0.113 2.348 -0.783  C1 1.089
11 H -1.901 -1.881 0.962  C3 1.080
12 H -1.640 -1.182 2.676  C3 1.100
13 H 0.725 -0.534 1.699  C4 1.038
14 H 0.565 -2.298 1.825  C4 1.119
15 H -2.673 0.306 0.855  C5 1.045
16 H -1.448 0.942 1.985  C5 1.103
17 H 2.550 1.640 -2.169  C6 1.063
18 H 2.393 0.140 -3.016  C6 1.092
19 H 1.325 1.360 -3.108  C6 1.023

***

<2>
A gas-phase ion, C6H10N3 (charge +1), computed with ωB97M-V/def2-TZVPD.

For the HOMO energy (spin up / spin down), the calculation gives -0.5136 / -0.5135 hartree. The net charge is +1. As for the lowest unoccupied orbital energy (spin up / spin down): -5.59 / -5.59 eV. Its SMILES is CC[C@@H]1C=NN=C[NH+]=C1. The calculation puts the gap between HOMO and LUMO (spin up / spin down) at 8.383 / 8.381 eV.

Last columns: bonded neighbours and bond lengths (Å).
Cartesian coordinates (Å):
1 C 1.376 -2.048 -1.249  N7 1.326, N9 1.450, H10 1.057
2 C -0.183 0.178 -0.078  C3 1.620, C4 1.432, C6 1.547, H11 1.157
3 C 1.258 0.838 -0.415  C2 1.620, N8 1.230, H12 1.060
4 C -0.661 -0.682 -1.118  C2 1.432, N9 1.330, H13 1.021
5 C -0.817 1.254 2.116  C6 1.476, H14 1.077, H15 1.117, H16 1.085
6 C -1.100 1.176 0.669  C2 1.547, C5 1.476, H17 1.118, H18 1.198
7 N 2.295 -1.218 -0.773  C1 1.326, N8 1.318
8 N 2.149 0.091 -0.814  C3 1.230, N7 1.318
9 N 0.030 -1.685 -1.650  C1 1.450, C4 1.330, H19 0.989
10 H 1.718 -3.025 -1.462  C1 1.057
11 H 0.151 -0.424 0.852  C2 1.157
12 H 1.264 1.897 -0.464  C3 1.060
13 H -1.611 -0.562 -1.473  C4 1.021
14 H 0.200 1.494 2.380  C5 1.077
15 H -1.038 0.212 2.451  C5 1.117
16 H -1.491 1.909 2.659  C5 1.085
17 H -0.862 2.139 0.156  C6 1.118
18 H -2.203 0.780 0.424  C6 1.198
19 H -0.474 -2.325 -2.211  N9 0.989

***

<3>
A gas-phase ion, C6H10N3 (charge +1), computed with ωB97M-V/def2-TZVPD.

For the HOMO energy, the calculation gives -0.4666 hartree. The net charge is +1. As for the lowest unoccupied orbital energy: -4.23 eV. Its SMILES is C#[N+][C@H]1[C@H](C)[C@H]1/N=N/C. The calculation puts the gap between HOMO and LUMO at 8.471 eV.

Last columns: bonded neighbours and bond lengths (Å).
Cartesian coordinates (Å):
1 C -0.377 1.443 0.130  C2 1.678, C4 1.568, N7 1.324, H10 1.167
2 C 0.995 0.477 0.162  C1 1.678, C4 1.547, N8 1.333, H11 1.211
3 C -2.262 0.967 -1.404  N7 1.157, H12 1.105
4 C -0.132 0.334 1.211  C1 1.568, C2 1.547, C5 1.522, H13 1.120
5 C -0.079 0.767 2.669  C4 1.522, H14 1.077, H15 1.204, H16 1.202
6 C 0.900 -2.246 -2.123  N9 1.444, H17 1.140, H18 1.104, H19 1.152
7 N -1.356 1.240 -0.739  C1 1.324, C3 1.157
8 N 1.217 -0.662 -0.495  C2 1.333, N9 1.227
9 N 0.531 -1.026 -1.445  C6 1.444, N8 1.227
10 H -0.004 2.525 0.356  C1 1.167
11 H 1.947 1.203 0.346  C2 1.211
12 H -3.071 0.766 -2.129  C3 1.105
13 H -0.884 -0.472 1.016  C4 1.120
14 H 0.678 1.474 2.964  C5 1.077
15 H 0.124 -0.259 3.265  C5 1.204
16 H -1.154 1.115 3.080  C5 1.202
17 H 1.020 -3.054 -1.328  C6 1.140
18 H 1.852 -2.116 -2.667  C6 1.104
19 H 0.056 -2.476 -2.871  C6 1.152

***

<4>
2 unconnected molecules or ions with the total composition C6H10N3, computed with ωB97M-V/def2-TZVPD.

For the HOMO energy (spin up / spin down), the calculation gives -0.4479 / -0.4285 hartree. The net charge is +1. As for the lowest unoccupied orbital energy (spin up / spin down): -4.42 / -4.23 eV. The calculation puts the gap between HOMO and LUMO (spin up / spin down) at 7.767 / 7.427 eV.

Last columns: bonded neighbours and bond lengths (Å).
Cartesian coordinates (Å):
1 C 1.109 2.699 -0.235  C2 1.361, N7 1.318, H10 1.082
2 C 0.834 1.553 0.445  C1 1.361, N8 1.345, H11 1.014
3 C 0.210 1.251 -1.558  N7 1.327, N8 1.317, H12 1.062
4 C -0.316 -2.147 1.968  C5 1.372, H13 1.107, H14 1.038
5 C -0.099 -0.880 1.485  C4 1.372, C6 1.440, H15 1.075
6 C -0.367 -0.495 0.124  C5 1.440, N8 1.401, N9 1.405
7 N 0.708 2.477 -1.470  C1 1.318, C3 1.327, H17 1.001
8 N 0.156 0.713 -0.356  C2 1.345, C3 1.317, C6 1.401
9 N -0.454 -1.621 -0.712  C6 1.405, H18 1.040, H19 1.025
10 H 1.563 3.629 0.083  C1 1.082
11 H 0.982 1.515 1.447  C2 1.014
12 H -0.336 0.922 -2.408  C3 1.062
13 H -0.094 -2.514 2.988  C4 1.107
14 H -0.754 -2.904 1.409  C4 1.038
15 H 0.272 -0.137 2.167  C5 1.075
16 H -2.212 -0.104 0.403  no bonds
17 H 0.813 2.919 -2.362  N7 1.001
18 H -0.610 -2.549 -0.268  N9 1.040
19 H -0.699 -1.503 -1.700  N9 1.025

***

<2> ends up most stable, edging out the next structure by 0.634 eV.